Entry 1:
{"formula": "C15H40O10S", "method": "ωB97M-V with the def2-TZVPD basis set", "species": ["O", "C", "O", "C", "S", "C", "O", "O", "H", "H", "H", "H", "C", "C", "O", "H", "H", "H", "H", "H", "H", "C", "C", "O", "H", "H", "H", "H", "H", "H", "C", "C", "O", "H", "H", "H", "H", "H", "H", "C", "C", "O", "H", "H", "H", "H", "H", "H", "C", "C", "O", "H", "H", "H", "H", "H", "H", "C", "C", "O", "H", "H", "H", "H", "H", "H"], "positions_angstrom": [[1.8072, -1.4380, 3.7232], [1.3334, -2.5375, 3.8213], [1.9758, -3.6947, 3.3369], [-0.0904, -2.7374, 4.4709], [-1.1077, -3.6328, 3.1771], [-2.6153, -2.4877, 2.9571], [-2.7966, -2.0662, 1.8326], [-3.2692, -2.2389, 4.0196], [2.1054, -3.5009, 2.3822], [-0.0680, -3.3803, 5.3980], [-0.5889, -1.7433, 4.6847], [-1.4617, -4.8331, 3.7476], [0.1945, 0.9278, 0.4917], [0.3042, 1.8775, 1.6683], [-0.3983, 1.3588, 2.7909], [-0.8525, 0.7692, 0.2229], [0.7262, 1.3203, -0.3766], [0.6106, -0.0525, 0.7455], [-0.1308, 2.8463, 1.4191], [1.3521, 2.0305, 1.9489], [-0.0041, 0.5079, 3.0137], [2.5973, 2.2674, 5.8889], [1.5689, 1.3577, 6.5326], [0.8610, 0.6297, 5.5363], [2.1136, 2.9654, 5.2025], [3.1432, 2.8368, 6.6445], [3.3140, 1.6863, 5.3018], [0.8433, 1.9424, 7.0996], [2.0491, 0.6475, 7.2146], [1.5047, 0.1067, 5.0419], [1.7825, 1.9589, -4.2958], [0.9740, 1.9073, -3.0151], [1.5044, 2.8260, -2.0623], [2.8291, 1.7160, -4.0987], [1.3897, 1.2556, -5.0328], [1.7640, 2.9652, -4.7249], [1.0126, 0.9084, -2.5788], [-0.0740, 2.1615, -3.2033], [1.4583, 3.7068, -2.4521], [-2.1010, 2.2023, -5.9518], [-1.7690, 0.8017, -6.4271], [-1.1224, 0.0641, -5.3922], [-1.1926, 2.7277, -5.6445], [-2.5912, 2.7766, -6.7401], [-2.7610, 2.1684, -5.0795], [-1.0937, 0.8394, -7.2831], [-2.6765, 0.2670, -6.7253], [-1.7266, 0.0255, -4.6413], [4.9221, -7.1507, 3.3366], [3.4643, -7.5673, 3.3655], [2.8226, -7.0478, 4.5252], [5.4399, -7.5083, 4.2290], [5.4255, -7.5499, 2.4534], [5.0128, -6.0609, 3.3295], [3.3782, -8.6542, 3.3941], [2.9372, -7.2022, 2.4776], [2.8931, -6.0858, 4.4905], [-6.0434, 4.7252, -5.8836], [-4.5417, 4.7028, -6.0933], [-4.2115, 3.9161, -7.2347], [-6.4261, 3.7113, -5.7489], [-6.3067, 5.3206, -5.0069], [-6.5497, 5.1445, -6.7573], [-4.0421, 4.2642, -5.2287], [-4.1539, 5.7159, -6.2397], [-4.6481, 4.3132, -7.9980]], "mol_weight_g_mol": 412.54, "fmax_ev_per_a": 7.340, "lumo_energy_ev": -0.5}

---

Entry 2:
{"formula": "C9H64BaNO24", "method": "ωB97M-V with the def2-TZVPD basis set", "species": ["Ba", "C", "C", "C", "C", "C", "C", "N", "O", "C", "C", "C", "H", "H", "H", "H", "H", "H", "H", "H", "H", "H", "H", "H", "H", "H", "H", "H", "H", "H", "O", "H", "H", "O", "H", "H", "O", "H", "H", "O", "H", "H", "O", "H", "H", "O", "H", "H", "O", "H", "H", "O", "H", "H", "O", "H", "H", "O", "H", "H", "O", "H", "H", "O", "H", "H", "O", "H", "H", "O", "H", "H", "O", "H", "H", "O", "H", "H", "O", "H", "H", "O", "H", "H", "O", "H", "H", "O", "H", "H", "O", "H", "H", "O", "H", "H", "O", "H", "H"], "positions_angstrom": [[-1.5303, 3.9885, -0.4353], [1.3305, 1.7391, 2.0328], [1.2141, 0.5582, 1.0341], [0.5971, -0.5873, 1.8549], [-0.0210, -1.7793, 1.0909], [-0.8690, -1.2618, -0.0773], [-0.1826, -0.2326, -0.9947], [0.3694, 0.8493, -0.1227], [0.6598, 2.0854, -0.8279], [-1.3554, 0.2036, -1.8903], [0.7950, -0.9716, -1.9356], [2.6240, 0.0940, 0.6765], [1.7376, 2.6470, 1.5887], [1.8820, 1.5401, 2.9513], [0.3078, 1.8980, 2.3819], [-0.3115, -0.1926, 2.3230], [1.2009, -0.9037, 2.7059], [-0.6265, -2.3725, 1.7789], [0.7060, -2.4166, 0.5849], [-1.8754, -0.9685, 0.2371], [-1.1725, -2.1130, -0.6931], [-1.9599, -0.5164, -2.4416], [-1.0534, 0.9603, -2.6198], [-2.0905, 0.7773, -1.3235], [1.3347, -0.2803, -2.5815], [0.2312, -1.7078, -2.5090], [1.5368, -1.5546, -1.3877], [3.1113, 0.7213, -0.0707], [2.5464, -0.8914, 0.2138], [3.2197, -0.0158, 1.5829], [-0.6254, 4.6599, 2.1816], [-0.8287, 4.3886, 3.0844], [0.3007, 4.9158, 2.2063], [-1.0774, 4.0926, -3.1842], [-1.4292, 4.6726, -3.8638], [-0.7443, 3.3252, -3.6649], [5.5749, -1.0125, -0.9301], [5.1275, -1.4117, -0.1795], [6.2251, -0.4228, -0.5405], [-3.7530, 2.6723, -1.4860], [-3.8527, 2.3482, -2.3878], [-4.0347, 1.9357, -0.9298], [2.6112, -3.2309, -3.6464], [3.0491, -3.6195, -4.4073], [2.4679, -2.3099, -3.8951], [-3.3585, 2.4248, -4.4057], [-3.1145, 3.2569, -4.8159], [-2.6506, 1.8209, -4.6456], [0.9997, 1.0926, 5.6605], [1.1123, 1.1907, 6.6092], [1.2174, 0.1709, 5.4859], [-0.9052, -2.9544, 5.0783], [-1.5480, -3.0672, 5.7813], [-1.4228, -3.0114, 4.2648], [-4.7105, -1.8066, -3.8725], [-4.7943, -0.9289, -4.2529], [-3.8361, -2.1034, -4.1367], [-2.1616, 2.1101, 1.2573], [-1.6272, 1.3215, 1.4024], [-2.8770, 2.0400, 1.8983], [1.3896, 2.5532, -3.5959], [1.1275, 2.3771, -2.6814], [1.7426, 3.4461, -3.5793], [0.5285, -4.1770, -5.3053], [1.0642, -4.9495, -5.4960], [0.9914, -3.7306, -4.5858], [-3.8580, 0.4947, 2.6375], [-4.8110, 0.6088, 2.6658], [-3.7315, -0.4354, 2.4106], [1.5244, -1.6770, 5.5439], [0.7568, -1.7940, 4.9738], [2.0398, -2.4769, 5.4200], [2.8300, 4.1374, -0.6739], [2.3459, 3.3005, -0.7084], [3.2824, 4.1210, 0.1722], [-4.3669, -2.1136, 1.4540], [-5.1702, -2.5803, 1.7053], [-4.2736, -2.2844, 0.5121], [1.7551, -1.1036, -5.0626], [1.8633, -0.2672, -5.5219], [0.9246, -1.4559, -5.3941], [4.0805, -0.3950, -2.9710], [3.1848, -0.4820, -2.6415], [4.6431, -0.6009, -2.2056], [-0.9611, 3.1199, 4.8711], [-0.7576, 3.9893, 5.2252], [-0.2019, 2.5781, 5.1190], [-4.4288, 0.1616, -0.6880], [-4.1770, -0.4217, 0.0302], [-4.9231, -0.3957, -1.2968], [-2.4309, -3.2767, 2.8344], [-3.0924, -2.8151, 2.2992], [-1.5842, -3.0122, 2.4504], [3.7822, 0.6584, 4.5643], [3.3773, 0.1317, 3.8723], [3.1764, 0.5876, 5.3059], [3.8553, -4.4240, -1.2708], [3.2868, -3.9290, -1.8702], [3.5254, -5.3239, -1.3116]], "charge": 1, "mol_weight_g_mol": 707.92, "fmax_ev_per_a": 2.575, "lumo_energy_ev": -3.0}

---

Entry 3:
{"formula": "C5H10N3O2", "method": "ωB97M-V with the def2-TZVPD basis set", "species": ["C", "N", "C", "O", "C", "N", "O", "C", "N", "C", "H", "H", "H", "H", "H", "H", "H", "H", "H", "H"], "positions_angstrom": [[-2.7720, -0.0955, 1.9468], [-1.6908, -0.4728, 1.0533], [-0.5901, 0.0912, 1.0230], [-0.0703, 1.2397, 1.4709], [1.0841, 1.6389, 0.8494], [1.4187, 0.5815, -0.1177], [2.4218, 0.9013, -0.9880], [0.5063, -0.3381, -0.2734], [0.1539, -1.2847, -1.1319], [0.7260, -1.4360, -2.4290], [-3.6083, -0.3222, 1.3109], [-2.6697, 0.9076, 2.3908], [-2.6687, -0.8341, 2.8812], [1.9497, 1.7987, 1.4610], [0.9465, 2.5767, 0.3382], [3.0898, 1.3495, -0.4160], [-0.6376, -1.8675, -0.8949], [1.2221, -0.5513, -2.6307], [-0.0898, -1.5403, -3.1860], [1.2785, -2.3427, -2.6577]], "de_lowest_kcal_mol": 89.1, "charge": 1, "smiles": "C/N=C1\\OCN(O)\\C1=[NH+]/C", "mol_weight_g_mol": 144.15, "fmax_ev_per_a": 4.774, "lumo_energy_ev": -3.3}

---

Entry 4:
{"formula": "C2H10NS", "method": "ωB97M-V with the def2-TZVPD basis set", "species": ["N", "H", "H", "H", "H", "C", "C", "S", "H", "H", "H", "H", "H", "H"], "positions_angstrom": [[-1.6815, 0.2013, -1.7252], [-2.1651, -0.4882, -1.1538], [-0.6503, 0.2255, -1.5351], [-2.0488, 1.0786, -1.3512], [-1.7871, 0.0949, -2.7333], [0.3247, -0.5483, 1.6509], [1.3213, -0.3586, 0.5291], [1.1460, 1.1018, -0.5704], [0.0809, 0.3377, 2.2339], [-0.5738, -1.0555, 1.3028], [0.8312, -1.1692, 2.3967], [1.2610, -1.1722, -0.1924], [2.3547, -0.2736, 0.8562], [1.5867, 2.0256, 0.2918]], "de_lowest_kcal_mol": 10.4, "charge": 1, "mol_weight_g_mol": 80.18, "fmax_ev_per_a": 0.890, "lumo_energy_ev": -4.0}